Entry 1:
This record from OMol25 describes a molecular structure, C46H62BN8O3PW. The level of theory is ωB97M-V/def2-TZVPD.

Results
HOMO level (alpha / beta) in Ha: -0.485 / -0.484
Multiplicity: 1
Frontier orbital gap (alpha / beta) in eV: 6.88 / 7.14
F_max in hartree/bohr: 0.012
Net charge: +2
DFT total energy in Eh: -2886.71190

```
122
Properties=species:S:1:pos:R:3:mulliken_charge:R:1
W -0.45 -0.08 0.20 2.550
C -2.70 4.34 -0.18 -1.420
C -2.84 2.88 -0.40 0.379
C -3.94 2.05 -0.25 -0.930
C -3.56 0.79 -0.66 -0.774
N -2.21 0.80 -0.96 0.221
N -1.85 2.13 -0.85 0.225
B -0.51 2.64 -1.42 -0.409
N 0.22 1.51 -2.17 0.725
N 0.96 0.68 -1.33 0.602
C 2.19 0.57 -1.90 -0.198
C 2.15 1.18 -3.15 -1.683
C 0.93 1.79 -3.27 0.686
C 0.44 2.71 -4.34 -2.119
C 3.55 0.18 -1.31 2.240
C 4.46 1.41 -1.55 -1.659
C 3.57 -0.03 0.21 -0.904
C 4.16 -1.01 -2.05 -1.726
N 0.38 3.10 -0.28 0.435
N 0.67 2.29 0.79 0.893
C 1.40 3.05 1.63 -0.488
C 1.58 4.33 1.07 -1.532
C 0.94 4.32 -0.13 0.153
C 0.83 5.42 -1.14 -1.364
C 1.95 2.79 3.02 2.372
C 3.42 3.23 3.06 -1.693
C 1.89 1.35 3.51 -1.308
C 1.13 3.64 4.01 -1.902
C -4.61 -0.26 -1.02 2.289
C -4.26 -1.70 -0.65 -0.570
C -5.94 0.08 -0.33 -2.217
C -4.84 -0.19 -2.54 -1.684
H -3.62 4.74 0.25 0.564
H -2.52 4.86 -1.12 0.194
H -1.88 4.57 0.50 0.162
H -4.93 2.38 0.04 0.683
H -0.72 3.55 -2.17 0.034
H 2.95 1.24 -3.87 0.707
H 0.91 2.45 -5.28 0.559
H 0.72 3.74 -4.10 0.332
H -0.64 2.66 -4.45 0.288
H 4.06 2.30 -1.05 0.349
H 4.60 1.64 -2.60 0.366
H 5.45 1.20 -1.13 0.484
H 2.79 0.55 0.70 -0.352
H 4.52 0.30 0.61 0.676
H 3.47 -1.08 0.47 0.155
H 4.26 -0.80 -3.11 0.339
H 5.16 -1.21 -1.66 0.440
H 3.56 -1.91 -1.93 0.179
H 2.12 5.16 1.50 0.646
H 1.38 6.29 -0.78 0.526
H -0.21 5.72 -1.31 0.182
H 1.25 5.12 -2.10 0.171
H 4.02 2.67 2.34 0.232
H 3.83 3.04 4.06 0.480
H 3.54 4.29 2.85 0.371
H 2.55 0.72 2.91 0.487
H 0.85 1.01 3.56 -0.078
H 2.28 1.29 4.52 0.651
H 1.18 4.70 3.75 0.402
H 1.53 3.53 5.02 0.470
H 0.09 3.33 4.02 0.323
H -4.32 -1.85 0.42 0.296
H -3.28 -1.96 -1.03 -0.723
H -4.98 -2.38 -1.12 0.742
H -5.83 0.16 0.75 0.343
H -6.65 -0.72 -0.54 0.450
H -6.37 1.01 -0.71 0.473
H -3.99 -0.60 -3.09 0.116
H -5.00 0.84 -2.86 0.397
H -5.72 -0.77 -2.81 0.533
N -1.66 -1.86 1.10 -0.450
C -2.61 -1.85 2.28 -1.031
C -3.10 -0.47 2.68 0.490
C -1.90 0.42 2.84 -0.110
O -1.42 0.80 3.86 -0.580
O -1.36 0.73 1.63 -0.460
H -2.10 -2.42 0.37 -0.788
H -0.89 -2.44 1.43 0.324
H -2.10 -2.31 3.12 0.544
H -3.46 -2.48 2.04 0.525
H -3.64 -0.54 3.62 0.638
H -3.75 -0.05 1.91 -0.599
O 0.75 -1.06 2.24 -0.661
N 1.02 -1.43 0.91 0.698
C 1.66 -2.54 0.83 -1.049
C 1.87 -3.32 -0.37 0.602
C 2.83 -4.33 -0.27 -0.703
C 3.07 -5.19 -1.32 -1.027
C 2.30 -5.09 -2.47 -0.877
C 1.32 -4.12 -2.56 -0.642
C 1.12 -3.18 -1.55 0.386
P -0.29 -2.02 -1.77 3.078
C -1.58 -3.30 -1.99 -0.054
C -1.63 -4.34 -1.06 -0.326
C -2.61 -5.33 -1.15 -0.839
C -3.53 -5.29 -2.19 -0.780
C -3.46 -4.28 -3.14 -0.686
C -2.49 -3.29 -3.04 -0.118
C -0.08 -1.32 -3.44 0.475
C -1.11 -0.50 -3.91 0.081
C -1.11 -0.06 -5.22 -0.641
C -0.07 -0.40 -6.07 -1.150
C 0.99 -1.15 -5.59 -1.006
C 0.99 -1.61 -4.28 -0.659
H 1.32 -0.28 2.46 0.042
H 2.04 -2.94 1.77 0.529
H 3.39 -4.42 0.65 0.547
H 3.83 -5.95 -1.23 0.478
H 2.44 -5.79 -3.28 0.501
H 0.69 -4.09 -3.44 0.682
H -0.88 -4.42 -0.28 0.286
H -2.63 -6.13 -0.43 0.522
H -4.28 -6.06 -2.27 0.447
H -4.15 -4.27 -3.97 0.525
H -2.45 -2.52 -3.79 0.416
H -1.89 -0.19 -3.23 -0.401
H -1.93 0.55 -5.58 0.542
H -0.07 -0.07 -7.10 0.467
H 1.83 -1.40 -6.24 0.500
H 1.84 -2.18 -3.93 0.473
```


Entry 2:
This record from OMol25 describes a molecular structure, C46H62BeCl5F4N4NaO14PS. The level of theory is ωB97M-V/def2-TZVPD.

Results
HOMO level in Ha: -0.164
Multiplicity: 1
Frontier orbital gap in eV: 1.52
F_max in hartree/bohr: 0.033
Net charge: -1
DFT total energy in Eh: -6678.95259

```
139
Properties=species:S:1:pos:R:3:mulliken_charge:R:1
C -0.50 -5.75 2.63 -0.699
C -1.21 -6.33 1.64 -0.548
C -0.82 -6.20 0.20 0.635
O -0.70 -7.15 -0.53 -0.552
O -0.68 -4.94 -0.19 0.230
C 0.30 -4.76 -1.25 -0.250
C 0.10 -3.42 -1.99 -0.805
C -1.24 -2.71 -1.71 -1.049
C -1.16 -1.59 -0.66 -1.018
C -0.43 -1.97 0.64 1.526
C -1.36 -2.51 1.73 -0.596
C -1.99 -1.42 2.57 0.205
C -1.20 -0.70 3.46 0.502
C 0.28 -0.98 3.64 -1.759
C 1.22 0.16 3.17 -0.158
C 2.57 0.06 3.92 -1.061
C 3.69 -0.53 3.05 -1.157
C 3.32 -1.90 2.50 0.760
O 4.47 -2.45 1.88 -0.510
C 4.12 -3.33 0.82 -0.315
C 3.41 -4.59 1.34 -0.781
C -1.81 0.31 4.23 0.555
C -0.98 1.07 5.21 -3.065
C -3.19 0.57 4.11 1.421
P -3.82 1.95 5.20 -0.099
C -2.85 3.37 4.56 -0.457
O -5.37 2.37 4.82 -0.411
C -3.94 -0.20 3.23 0.626
C -5.42 0.03 3.10 -2.075
N -3.33 -1.16 2.47 0.722
N -4.05 -1.96 1.57 0.182
C -4.65 -1.26 0.43 -1.471
C -4.82 -2.99 2.17 0.612
C -4.85 -4.27 1.37 -1.061
O -5.37 -2.91 3.23 -0.491
H -1.01 -5.15 3.38 0.330
H 0.58 -5.88 2.64 0.336
H -2.11 -6.92 1.83 0.436
H 1.28 -4.73 -0.77 -0.076
H 0.26 -5.56 -1.99 0.310
H 0.89 -2.72 -1.70 0.166
H 0.15 -3.58 -3.06 0.785
H -1.53 -2.22 -2.64 0.648
H -2.05 -3.40 -1.46 0.307
H -0.74 -0.68 -1.08 0.464
H -2.18 -1.35 -0.38 -0.232
H 0.04 -1.06 1.01 -0.107
H 0.38 -2.68 0.49 -0.378
H -0.75 -3.08 2.43 -0.182
H -2.10 -3.20 1.34 -0.136
H 0.43 -1.14 4.70 1.242
H 0.60 -1.89 3.14 0.020
H 0.78 1.14 3.27 0.629
H 1.44 -0.04 2.12 0.365
H 2.49 -0.57 4.80 0.399
H 2.83 1.05 4.29 0.312
H 4.56 -0.68 3.69 0.388
H 4.00 0.17 2.26 0.267
H 3.05 -2.55 3.33 0.161
H 2.50 -1.80 1.78 -0.376
H 3.49 -2.78 0.12 0.341
H 5.04 -3.62 0.32 0.382
H 3.80 -5.46 0.80 0.492
H 2.33 -4.55 1.20 -0.226
H 3.62 -4.71 2.40 0.462
H -0.56 1.93 4.69 0.267
H -1.57 1.48 6.02 1.031
H -0.18 0.49 5.66 0.587
H -3.50 4.23 4.46 0.362
H -2.06 3.62 5.27 0.130
H -2.37 3.12 3.61 0.108
H -5.36 2.98 4.06 0.170
H -5.87 0.12 4.07 0.473
H -5.54 0.99 2.59 0.328
H -5.90 -0.71 2.48 0.263
H -5.74 -1.38 0.45 0.483
H -4.26 -1.58 -0.54 0.362
H -4.47 -0.19 0.52 0.478
H -3.81 -4.60 1.28 0.026
H -5.46 -5.02 1.86 0.410
H -5.17 -4.05 0.35 0.300
C -0.97 -9.21 -3.53 0.467
F -0.93 -10.50 -3.94 -0.265
F -2.23 -8.81 -3.64 -0.218
F -0.68 -9.24 -2.19 -0.283
S 0.25 -8.14 -4.41 1.088
O -0.17 -8.24 -5.79 -0.631
O 1.49 -8.82 -4.08 -0.674
O 0.06 -6.86 -3.79 -0.504
F -2.68 2.54 1.27 0.258
C -2.41 3.51 0.35 -0.362
C -3.26 3.65 -0.73 -0.096
C -2.99 4.62 -1.69 -0.335
C -1.87 5.43 -1.55 -0.879
C -1.03 5.27 -0.46 -0.530
C -1.29 4.31 0.51 -0.399
H -4.12 3.00 -0.82 0.460
H -3.65 4.74 -2.53 0.402
H -1.66 6.18 -2.29 0.451
H -0.16 5.91 -0.35 0.555
H -0.65 4.18 1.37 0.500
C 2.73 6.47 -2.83 -0.052
C 2.36 5.41 -2.04 -0.473
C 3.12 5.05 -0.93 -0.359
C 4.26 5.77 -0.62 -0.380
C 4.63 6.85 -1.40 -0.484
C 3.87 7.20 -2.52 -0.228
H 2.14 6.74 -3.70 0.212
H 1.46 4.84 -2.28 0.460
H 2.83 4.21 -0.32 0.390
H 4.86 5.50 0.24 0.344
H 5.52 7.42 -1.16 0.308
H 4.17 8.03 -3.14 0.205
N 3.51 8.95 -5.81 0.043
C 4.69 8.89 -6.50 -0.410
C 4.53 7.98 -7.51 -0.771
C 3.20 7.48 -7.43 0.088
C 2.60 8.10 -6.37 -0.947
H 3.34 9.54 -5.01 0.244
H 5.53 9.50 -6.22 0.388
H 5.28 7.71 -8.24 0.399
H 2.74 6.74 -8.07 0.562
H 1.61 8.01 -5.96 0.467
Cl 2.23 8.09 -0.20 -0.631
C 3.83 -5.55 -4.79 0.292
Cl 2.69 -6.07 -6.02 -0.074
Cl 4.51 -6.96 -3.96 -0.107
Cl 5.15 -4.63 -5.55 -0.113
Cl 3.01 -4.52 -3.61 -0.051
Na -0.05 -10.97 -0.95 0.994
C 0.67 4.87 -9.59 0.838
O 0.42 4.46 -10.72 -0.445
O -0.17 4.98 -8.66 -0.346
O 1.81 5.23 -9.20 -0.391
Be -4.48 4.39 1.94 0.128
N 0.58 3.29 7.44 0.956
O 1.26 2.37 6.91 -0.639
O -0.63 3.40 7.13 -0.634
O 1.10 4.06 8.26 -0.683
```


Entry 3:
This record from OMol25 describes 13 unconnected molecules or ions with the total composition C46H62Cl6F30O20. The level of theory is ωB97M-V/def2-TZVPD.

Results
HOMO level in Ha: -0.392
Multiplicity: 1
Frontier orbital gap in eV: 10.82
F_max in hartree/bohr: 0.098
DFT total energy in Eh: -9051.98986

```
164
Properties=species:S:1:pos:R:3:mulliken_charge:R:1
C 3.71 -6.64 -1.01 -1.497
C 3.35 -5.35 -1.63 0.226
O 2.49 -5.48 -2.79 -0.225
C 2.91 -4.94 -3.94 0.510
O 3.95 -4.24 -4.12 -0.604
C 2.13 -5.42 -5.15 0.858
F 1.15 -6.17 -4.73 -0.263
F 1.75 -4.38 -5.85 -0.257
F 2.85 -6.17 -5.96 -0.286
H 4.37 -6.45 -0.16 0.379
H 4.24 -7.29 -1.70 0.408
H 2.81 -7.03 -0.53 0.313
H 4.34 -5.04 -1.98 0.313
H 2.94 -4.64 -0.91 0.137
C -4.47 0.61 -3.92 -1.009
C -4.59 -0.02 -2.48 0.431
O -4.87 -1.41 -2.56 -0.196
C -4.92 -2.16 -1.48 0.448
O -4.73 -1.72 -0.33 -0.543
C -5.35 -3.66 -1.81 0.746
F -5.60 -3.79 -3.13 -0.223
F -4.42 -4.53 -1.39 -0.200
F -6.45 -4.04 -1.09 -0.267
H -5.27 0.43 -4.64 0.437
H -3.51 0.45 -4.41 -0.199
H -4.56 1.69 -3.86 0.366
H -5.36 0.50 -1.91 0.336
H -3.70 0.08 -1.87 -0.215
C 2.73 -1.70 5.38 -1.230
C 1.30 -2.07 4.93 0.303
O 1.18 -3.39 4.40 -0.232
C 1.56 -3.68 3.09 0.280
O 2.09 -2.88 2.30 -0.402
C 1.32 -5.14 2.69 0.660
F 1.11 -5.93 3.69 -0.233
F 0.29 -5.15 1.89 -0.218
F 2.30 -5.56 1.89 -0.230
H 3.02 -2.38 6.17 0.387
H 2.84 -0.68 5.75 0.373
H 3.38 -1.94 4.54 0.227
H 0.99 -1.41 4.12 -0.199
H 0.60 -1.76 5.71 0.452
C -0.70 -0.62 -6.01 -0.436
C -0.56 -2.12 -5.88 -0.306
O -0.42 -2.55 -4.57 -0.242
C -1.42 -2.74 -3.78 0.263
O -2.58 -2.66 -4.10 -0.633
C -1.07 -3.30 -2.41 0.730
F 0.21 -3.23 -2.11 -0.151
F -1.79 -2.69 -1.43 -0.025
F -1.42 -4.56 -2.43 -0.241
H -0.99 -0.35 -7.03 0.467
H 0.14 -0.08 -5.57 0.192
H -1.59 -0.18 -5.54 -0.293
H 0.30 -2.54 -6.39 0.288
H -1.44 -2.55 -6.36 0.344
C 4.05 0.52 1.91 -0.404
C 5.18 -0.23 1.14 -0.444
O 5.03 -0.19 -0.25 -0.295
C 4.14 -0.93 -0.87 0.288
O 3.41 -1.76 -0.34 -0.436
C 4.10 -0.65 -2.40 0.897
F 4.45 -1.77 -3.07 -0.259
F 2.85 -0.31 -2.68 -0.170
F 4.93 0.35 -2.76 -0.246
H 3.93 1.59 1.74 0.180
H 4.11 0.38 2.99 0.395
H 3.11 0.01 1.70 -0.053
H 5.29 -1.24 1.53 0.306
H 6.13 0.25 1.38 0.352
C -1.86 -5.38 5.26 -0.448
C -2.75 -4.99 6.44 -0.449
O -3.13 -6.16 7.11 -0.227
C -3.68 -6.04 8.30 0.319
O -4.05 -4.98 8.81 -0.542
C -3.72 -7.39 9.07 0.895
F -4.33 -8.35 8.37 -0.242
F -2.45 -7.73 9.39 -0.255
F -4.30 -7.32 10.26 -0.236
H -2.26 -6.07 4.52 0.390
H -0.91 -5.80 5.59 0.336
H -1.66 -4.48 4.67 -0.119
H -3.66 -4.45 6.18 0.257
H -2.20 -4.26 7.04 0.333
C -6.12 3.82 0.07 -1.176
C -5.68 2.56 0.86 -0.055
O -4.90 3.11 1.94 -0.150
C -4.95 2.50 3.13 0.361
O -5.58 1.47 3.39 -0.610
C -4.15 3.17 4.28 0.940
F -4.94 3.37 5.34 -0.254
F -3.12 2.39 4.68 -0.211
F -3.61 4.31 3.87 -0.258
H -6.39 4.64 0.73 0.348
H -6.87 3.51 -0.66 0.371
H -5.34 4.31 -0.52 0.218
H -5.08 1.87 0.27 -0.040
H -6.51 1.95 1.22 0.556
C 3.88 3.64 -4.19 -0.558
C 4.35 3.01 -5.47 -0.515
O 5.56 3.62 -5.97 -0.296
C 5.58 4.53 -6.87 0.455
O 4.65 5.07 -7.42 -0.559
C 7.01 5.15 -7.13 0.825
F 7.03 6.47 -6.91 -0.247
F 7.79 4.66 -6.22 -0.247
F 7.44 4.77 -8.35 -0.239
H 3.00 3.12 -3.80 -0.068
H 3.57 4.68 -4.27 0.408
H 4.72 3.51 -3.52 0.332
H 3.58 3.02 -6.24 0.412
H 4.55 1.95 -5.30 0.283
C 0.09 2.90 -4.35 -0.534
C -0.37 4.18 -3.62 -0.607
O -0.66 4.04 -2.24 -0.057
C -1.90 3.77 -1.87 -0.151
O -2.89 3.62 -2.64 -0.655
C -2.01 3.47 -0.32 1.065
F -0.83 3.29 0.31 0.000
F -2.54 4.54 0.21 -0.271
F -2.89 2.45 -0.01 -0.114
H 0.21 3.26 -5.37 0.515
H -0.75 2.20 -4.41 0.159
H 0.96 2.39 -3.95 -0.037
H -1.24 4.57 -4.15 0.368
H 0.47 4.87 -3.67 0.309
C 2.02 9.17 1.97 -1.095
C 3.11 8.25 1.51 -0.217
O 2.50 7.16 0.84 -0.093
C 3.21 6.05 0.40 0.121
O 4.41 6.10 0.24 -0.542
C 2.38 4.91 -0.24 0.997
F 2.63 3.84 0.38 -0.217
F 1.04 5.15 -0.26 -0.232
F 2.60 4.71 -1.57 -0.283
H 1.42 9.68 1.22 0.321
H 2.54 9.86 2.63 0.374
H 1.24 8.62 2.51 0.211
H 3.52 7.81 2.42 0.270
H 3.92 8.76 0.98 0.345
Cl -2.67 -1.72 4.74 -0.151
C -3.81 -1.43 3.37 -0.072
C -4.15 -2.80 2.69 -0.614
Cl -2.58 -3.57 2.10 -0.084
H -3.41 -0.65 2.73 -0.304
H -4.73 -1.08 3.83 0.479
H -4.87 -2.66 1.88 0.277
H -4.58 -3.39 3.50 0.444
Cl -1.39 0.89 1.73 0.128
C -1.05 -0.54 0.82 0.512
C 0.12 -0.31 -0.11 -0.573
Cl -0.40 0.32 -1.70 0.481
H -1.95 -0.74 0.24 -0.512
H -0.80 -1.27 1.60 -0.284
H 0.59 -1.27 -0.28 -0.030
H 0.88 0.37 0.28 0.438
Cl 0.44 5.55 3.26 -0.149
C 0.51 4.04 4.12 -0.480
C 1.16 2.97 3.37 0.593
Cl 1.43 1.52 4.36 -0.152
H -0.52 3.87 4.41 0.174
H 1.13 4.27 4.99 0.412
H 2.13 3.29 2.99 0.178
H 0.52 2.64 2.55 -0.628
```